Record 1
Computed, not measured: 7 unconnected molecules or ions with the total composition C13H35BBrClNO11S2 in a non-equilibrium geometry, with ωB97M-V with the def2-TZVPD basis set.

```
! RIJCOSX wB97M-V def2-TZVPD def2/J DEFGRID3
* xyz -1 1
C 3.011 -1.650 2.349
C 3.747 -2.021 0.894
N 2.929 -1.445 -0.241
C 3.548 -0.197 -0.835
C 3.762 1.042 0.218
B 2.500 2.091 0.327
Cl 3.170 3.617 1.232
Br 1.090 1.313 1.525
S 1.856 2.728 -1.326
C 0.208 1.946 -1.781
C -1.097 2.621 -1.053
O -0.864 3.555 -0.090
O -2.510 2.359 -1.365
C -2.864 0.935 -1.187
C -3.526 0.709 0.311
C -2.370 0.474 1.497
O -4.615 -0.276 0.355
C -4.248 -1.565 -0.240
O -3.043 -2.137 -0.256
C -5.493 -2.443 -0.918
S -5.572 -4.075 0.072
C 2.946 -2.458 -1.404
C 1.648 -2.768 -2.375
O 4.090 -3.129 -1.713
H 3.153 -2.593 3.065
H 3.598 -0.754 2.865
H 1.861 -1.435 2.231
H 4.854 -1.583 0.943
H 3.856 -3.186 0.886
H 4.637 -0.488 -1.228
H 2.915 0.079 -1.792
H 4.687 1.672 -0.195
H 4.054 0.724 1.308
H 0.064 2.127 -2.951
H 0.277 0.771 -1.611
H -3.743 0.722 -1.964
H -1.998 0.183 -1.427
H -4.020 1.758 0.594
H -1.450 -0.050 0.952
H -1.972 1.475 1.953
H -2.739 -0.310 2.304
H -6.484 -1.827 -0.824
H -5.314 -2.693 -2.047
H -6.515 -3.948 1.123
H 1.922 -2.330 -3.450
H 1.480 -3.935 -2.557
H 0.649 -2.263 -2.018
O 6.993 1.255 -0.440
H 7.444 1.270 0.417
H 7.716 1.206 -1.084
O 1.741 2.727 -4.737
H 1.542 3.668 -4.622
H 1.771 2.610 -5.698
O -5.468 2.658 1.979
H -5.651 1.795 1.579
H -6.326 3.109 1.966
O 1.217 6.508 1.705
H 1.213 6.718 0.759
H 1.723 5.683 1.759
O 3.249 -0.490 5.279
H 2.452 -0.346 4.746
H 2.953 -1.078 5.989
O -8.270 -6.262 0.474
H -8.896 -6.442 -0.243
H -7.480 -5.934 0.018
*
```

The value obtained for the LUMO energy is 1.67 eV. The total energy comes out at -142969.1323 eV. As for the largest force on an atom: 0.1787 Eh/bohr. As for the HOMO energy: -5.0 eV.

Charges computed using Mulliken, reported in e: number 1, C, carries -0.5772; number 2, C, carries -0.4784; number 3, N, carries 0.2248; number 4, C, carries -0.6917; number 5, C, carries -0.3479; number 6, B, carries 0.3623; number 7, Cl, carries -0.4126; number 8, Br, carries -0.3477; number 9, S, carries -0.1919; number 10, C, carries -0.2305; number 11, C, carries 0.5029; number 12, O, carries -0.4572; number 13, O, carries -0.3960; number 14, C, carries -0.3292; number 15, C, carries 0.0653; number 16, C, carries -0.8706; number 17, O, carries -0.3498; number 18, C, carries 0.5314; number 19, O, carries -0.5214; number 20, C, carries -0.5079; number 21, S, carries -0.3242; number 22, C, carries 0.4965; number 23, C, carries -0.8001; number 24, O, carries -0.5937; number 25, H, carries 0.2492; number 26, H, carries 0.1948; number 27, H, carries 0.1309; number 28, H, carries 0.1407; number 29, H, carries 0.4109; number 30, H, carries 0.3138; number 31, H, carries 0.3111; number 32, H, carries 0.0180; number 33, H, carries 0.0724; number 34, H, carries 0.3665; number 35, H, carries -0.0503; number 36, H, carries 0.1974; number 37, H, carries 0.1841; number 38, H, carries 0.5375; number 39, H, carries 0.0721; number 40, H, carries 0.3571; number 41, H, carries 0.2869; number 42, H, carries 0.2608; number 43, H, carries 0.3007; number 44, H, carries 0.1989; number 45, H, carries 0.2457; number 46, H, carries 0.3221; number 47, H, carries 0.1050; number 48, O, carries -0.5612; number 49, H, carries 0.2844; number 50, H, carries 0.2650; number 51, O, carries -0.5779; number 52, H, carries 0.3071; number 53, H, carries 0.2660; number 54, O, carries -0.6135; number 55, H, carries 0.3379; number 56, H, carries 0.3024; number 57, O, carries -0.6500; number 58, H, carries 0.3001; number 59, H, carries 0.3337; number 60, O, carries -0.6249; number 61, H, carries 0.3246; number 62, H, carries 0.3017; number 63, O, carries -0.6019; number 64, H, carries 0.2999; number 65, H, carries 0.3255


Record 2
Computed, not measured: a molecular structure, C13H36Cl2N3O4Zn in a non-equilibrium geometry, with ωB97M-V with the def2-TZVPD basis set.

```
! RIJCOSX wB97M-V def2-TZVPD def2/J DEFGRID3
* xyz 1 1
Zn -0.896 0.625 1.383
O -0.121 -0.537 0.178
H -0.420 -1.381 -0.175
C 2.795 0.005 1.472
C 1.866 -0.280 2.634
C 2.575 -0.241 3.990
O 3.606 -1.149 4.170
C 3.281 -2.481 3.852
N 0.792 0.778 2.665
H 3.714 -0.574 1.565
H 3.080 1.060 1.438
H 2.321 -0.269 0.531
H 1.317 -1.212 2.505
H 1.800 -0.422 4.770
H 2.947 0.769 4.185
H 2.307 -2.772 4.264
H 4.066 -3.122 4.239
H 3.240 -2.646 2.768
H 0.436 0.843 3.627
H 1.298 1.666 2.610
C 1.014 0.992 -4.570
C 0.323 0.452 -3.326
C -0.123 -0.985 -3.529
O -0.865 -1.139 -4.709
C -0.643 -2.346 -5.390
N 1.199 0.564 -2.167
H 1.811 0.324 -4.906
H 1.420 1.985 -4.378
H 0.310 1.092 -5.398
H -0.544 1.088 -3.109
H -0.679 -1.330 -2.638
H 0.776 -1.624 -3.572
H -1.152 -3.195 -4.916
H 0.428 -2.564 -5.484
H -1.051 -2.258 -6.397
H 1.993 -0.067 -2.244
H 0.697 0.239 -1.334
C -2.492 4.527 0.359
C -2.329 3.076 0.758
C -2.998 2.110 -0.193
O -2.748 0.793 0.270
C -3.269 -0.220 -0.580
N -0.894 2.675 0.902
H -2.270 4.641 -0.709
H -1.750 5.144 0.868
H -3.481 4.932 0.550
H -2.769 2.904 1.749
H -2.606 2.239 -1.211
H -4.071 2.321 -0.216
H -2.817 -0.170 -1.573
H -4.355 -0.121 -0.669
H -3.061 -1.190 -0.137
H -0.352 3.064 0.120
H -0.458 3.252 1.627
C -0.457 -4.012 2.844
Cl 0.878 -4.532 1.806
Cl -1.617 -3.025 1.951
H -0.931 -4.901 3.235
H -0.069 -3.393 3.643
*
```

The value obtained for the LUMO energy is -3.48 eV. The total energy comes out at -100182.0013 eV. As for the largest force on an atom: 0.0300 Eh/bohr. As for the HOMO energy: -11.0 eV.

Charges computed using Mulliken, reported in e: number 1, Zn, carries -0.1257; number 2, O, carries 0.1587; number 3, H, carries 0.0196; number 4, C, carries -1.3666; number 5, C, carries 0.7025; number 6, C, carries -0.8692; number 7, O, carries -0.3751; number 8, C, carries -0.5426; number 9, N, carries -0.2379; number 10, H, carries 0.3917; number 11, H, carries 0.4108; number 12, H, carries 0.2639; number 13, H, carries -0.2096; number 14, H, carries 0.4649; number 15, H, carries 0.3653; number 16, H, carries 0.1873; number 17, H, carries 0.3108; number 18, H, carries 0.2119; number 19, H, carries 0.3364; number 20, H, carries 0.3819; number 21, C, carries -1.6184; number 22, C, carries 0.9006; number 23, C, carries -0.5372; number 24, O, carries -0.3433; number 25, C, carries -0.7427; number 26, N, carries -0.6161; number 27, H, carries 0.3291; number 28, H, carries 0.4419; number 29, H, carries 0.3459; number 30, H, carries -0.0341; number 31, H, carries 0.0220; number 32, H, carries 0.4765; number 33, H, carries 0.2799; number 34, H, carries 0.3384; number 35, H, carries 0.2605; number 36, H, carries 0.3175; number 37, H, carries 0.0611; number 38, C, carries -1.4586; number 39, C, carries 0.3478; number 40, C, carries -0.7200; number 41, O, carries -0.1630; number 42, C, carries -0.6108; number 43, N, carries -0.2925; number 44, H, carries 0.4013; number 45, H, carries 0.3876; number 46, H, carries 0.4049; number 47, H, carries 0.2461; number 48, H, carries 0.3233; number 49, H, carries 0.4242; number 50, H, carries 0.2087; number 51, H, carries 0.3404; number 52, H, carries 0.1671; number 53, H, carries 0.2654; number 54, H, carries 0.3928; number 55, C, carries -0.3016; number 56, Cl, carries -0.1351; number 57, Cl, carries -0.1179; number 58, H, carries 0.4039; number 59, H, carries 0.1256


Record 3
Computed, not measured: 3 unconnected molecules or ions with the total composition C13H36O5PSi, with ωB97M-V with the def2-TZVPD basis set.

```
! RIJCOSX wB97M-V def2-TZVPD def2/J DEFGRID3
* xyz 1 1
C -0.861 -3.952 -0.457
Si -0.776 -2.315 -1.328
C -0.158 -2.573 -3.060
C 0.321 -1.087 -0.478
O -2.360 -1.666 -1.405
C -3.413 -2.602 -1.520
C -4.700 -1.840 -1.868
P -4.303 -0.207 -2.475
H -1.526 -4.643 -0.982
H -1.194 -3.887 0.580
H 0.133 -4.403 -0.461
H -0.680 -3.365 -3.599
H 0.898 -2.847 -2.999
H -0.222 -1.647 -3.635
H 0.162 -1.053 0.598
H 0.132 -0.095 -0.898
H 1.350 -1.357 -0.720
H -3.218 -3.335 -2.308
H -3.563 -3.146 -0.587
H -5.354 -1.694 -1.006
H -5.273 -2.341 -2.651
H -5.459 0.329 -3.025
H -3.855 0.647 -1.480
H -3.326 -0.244 -3.455
C 5.727 0.949 0.396
O 4.735 1.024 1.403
C 3.572 0.274 1.124
C 3.559 -1.065 1.829
O 4.577 -1.931 1.366
C 5.719 -1.976 2.205
H 6.637 1.383 0.806
H 5.925 -0.084 0.100
H 5.431 1.524 -0.489
H 3.462 0.123 0.043
H 2.714 0.859 1.472
H 2.599 -1.554 1.630
H 3.642 -0.913 2.910
H 5.508 -2.535 3.122
H 6.063 -0.974 2.468
H 6.503 -2.490 1.653
C -2.727 5.108 1.864
O -2.668 4.595 0.542
C -1.353 4.416 0.053
C -0.928 2.966 0.111
O -0.838 2.473 1.431
C -1.974 1.751 1.848
H -3.755 5.006 2.205
H -2.067 4.557 2.538
H -2.453 6.167 1.882
H -0.642 5.034 0.609
H -1.339 4.744 -0.991
H 0.060 2.863 -0.348
H -1.636 2.360 -0.472
H -1.975 0.749 1.395
H -2.902 2.268 1.586
H -1.930 1.650 2.930
*
```

The value obtained for the LUMO energy is -3.14 eV. The total energy comes out at -41460.8440 eV. As for the largest force on an atom: 0.0115 Eh/bohr. As for the HOMO energy: -10.8 eV.

Charges computed using Mulliken, reported in e: number 1, C, carries -1.1146; number 2, Si, carries 0.0897; number 3, C, carries -1.0586; number 4, C, carries -0.7024; number 5, O, carries -0.1730; number 6, C, carries -0.4893; number 7, C, carries -0.6706; number 8, P, carries 0.1954; number 9, H, carries 0.3827; number 10, H, carries 0.3399; number 11, H, carries 0.3941; number 12, H, carries 0.3340; number 13, H, carries 0.3740; number 14, H, carries 0.3187; number 15, H, carries 0.3367; number 16, H, carries 0.2085; number 17, H, carries 0.1453; number 18, H, carries 0.4244; number 19, H, carries 0.3142; number 20, H, carries 0.4227; number 21, H, carries 0.4270; number 22, H, carries 0.1883; number 23, H, carries 0.1381; number 24, H, carries 0.1458; number 25, C, carries -0.7193; number 26, O, carries -0.4076; number 27, C, carries -0.2921; number 28, C, carries -0.4684; number 29, O, carries -0.3674; number 30, C, carries -0.7480; number 31, H, carries 0.2638; number 32, H, carries 0.3215; number 33, H, carries 0.3024; number 34, H, carries 0.3128; number 35, H, carries 0.2838; number 36, H, carries 0.2777; number 37, H, carries 0.3607; number 38, H, carries 0.3151; number 39, H, carries 0.3268; number 40, H, carries 0.2492; number 41, C, carries -0.6963; number 42, O, carries -0.3829; number 43, C, carries -0.7270; number 44, C, carries 0.1024; number 45, O, carries -0.3658; number 46, C, carries -0.5444; number 47, H, carries 0.2387; number 48, H, carries 0.3102; number 49, H, carries 0.3289; number 50, H, carries 0.3745; number 51, H, carries 0.3809; number 52, H, carries 0.3819; number 53, H, carries -0.0788; number 54, H, carries 0.0229; number 55, H, carries 0.3730; number 56, H, carries 0.2998


Question: Among the records above, which one has the highest total energy?
Answer: C13H36O5PSi


Question: LUMO of number 1 (C13H35BBrClNO11S2)?
Answer: 1.67 eV


Question: Which of these has the lowest total energy?
Answer: C13H35BBrClNO11S2